Record 1
The following is a DFT calculation (ωB97M-V/def2-TZVPD) of a single N2 molecule.

Positions of all 2 atoms, in Å:
N 0.0000 0.0000 0.8118
N 0.0000 0.0000 -0.8118

Forces on the atoms, in the same order (eV/Å):
0.00 0.00 -16.58
0.00 0.00 16.58

Values from the calculation:
energy above the lowest of the compared OMol25 structures with the same formula, charge and spin	182.9	kcal per mole
HOMO energy	-12.355	eV

Per-atom Mulliken charges, elementary charge units:
1 N 0.000
2 N 0.000

***

Record 2
The following is a DFT calculation (ωB97M-V/def2-TZVPD) of a single CH4N2O molecule.

Positions of all 8 atoms, in Å:
C 1.4607 0.3798 0.1329
N -0.3321 -0.5459 0.4484
N -1.4805 -0.2180 -0.1668
O 0.8743 -0.7487 -0.3244
H 1.2619 1.3368 -0.3332
H 2.1854 0.2699 0.9171
H -1.7459 -0.3392 -1.1890
H -2.2239 -0.1346 0.5149

Cartesian forces (eV/Å) of the 3 atoms listed first:
-0.13 0.46 0.30
0.72 -0.37 1.46
-0.07 0.21 -2.40

Values from the calculation:
energy above the lowest of the compared OMol25 structures with the same formula, charge and spin	155.8	kcal per mole
HOMO energy (alpha / beta)	-7.959 / -7.830	eV

These are the Mulliken partial charges, in e, on atoms 1 to 4:
1 C -0.340
2 N -0.229
3 N -0.239
4 O -0.233

***

Record 3
The following is a DFT calculation (ωB97M-V/def2-TZVPD) of a molecular structure, F6N3Na2O12S6.

Positions of all 29 atoms, in Å:
Na -1.1341 1.2243 1.7060
Na 0.3772 -0.0227 -0.3862
N 2.5367 -0.6430 -0.7055
S 2.8114 -2.2925 -0.8079
O 2.7616 -3.1400 0.3594
O 3.5224 -2.7952 -1.9415
F 1.2655 -2.4442 -1.3477
S 3.3263 -0.4050 0.6150
O 4.7280 -0.7489 0.6155
O 2.5537 -0.5249 1.8202
F 3.4424 1.2020 0.4626
N -1.1977 -0.9739 0.9457
S -2.6169 -1.7213 0.2860
O -3.8203 -1.5237 1.0469
O -2.3598 -2.8388 -0.5494
F -2.8785 -0.5612 -0.8200
S -1.1029 -2.0775 2.0169
O -0.5236 -3.3421 1.6990
O -2.1295 -2.0776 3.0391
F 0.1248 -1.3852 2.8017
N -0.6945 2.2061 -0.6500
S -2.2451 2.8666 -0.9539
O -2.8068 2.5224 -2.2441
O -2.6118 4.1758 -0.4578
F -3.1375 1.9339 0.0357
S 0.0489 3.2135 -1.5555
O 0.0416 4.6039 -1.1813
O 0.2101 2.7499 -2.8998
F 1.5085 2.8194 -0.9489

Cartesian forces (eV/Å) of the 3 atoms listed first:
-0.32 0.28 0.17
0.29 -0.22 -0.89
1.54 -2.65 0.05

Values from the calculation:
energy above the lowest of the compared OMol25 structures with the same formula, charge and spin	36.9	kcal per mole
HOMO energy	-8.280	eV
net charge	-1

These are the Mulliken partial charges, in e, on atoms 1 to 4:
1 Na 0.963
2 Na 1.216
3 N -0.294
4 S 1.059

***

Record 4
The following is a DFT calculation (ωB97M-V/def2-TZVPD) of 2 unconnected molecules or ions with the total composition CHNO4S.

Positions of all 8 atoms, in Å:
C -1.0654 0.2135 0.1719
N 1.0831 1.1052 -0.8315
O 1.6862 1.7105 -0.0416
O 1.0210 0.9830 -1.9829
O -1.5731 -1.9053 1.6258
O 0.7786 -1.3778 1.1379
S -0.6177 -1.2314 0.8175
H -1.3128 0.5022 -0.8972

Cartesian forces (eV/Å) of the 3 atoms listed first:
0.19 -0.26 -1.63
-1.64 -1.07 1.94
1.18 0.94 0.53

Values from the calculation:
energy above the lowest of the compared OMol25 structures with the same formula, charge and spin	157.1	kcal per mole
HOMO energy (alpha / beta)	-10.169 / -10.311	eV

These are the Mulliken partial charges, in e, on atoms 1 to 4:
1 C -0.274
2 N 0.764
3 O -0.387
4 O -0.403

***

Record 5
The following is a DFT calculation (ωB97M-V/def2-TZVPD) of a gas-phase ion, C3H10N3O (charge +1).

Positions of all 17 atoms, in Å:
C 0.5323 0.1309 -0.1504
C 1.6233 -0.0168 0.9549
C -1.2001 -0.0161 0.1432
N 0.7871 -0.8990 -1.1215
N -1.6299 -1.2148 -0.1534
N -1.9489 0.9420 0.6767
O 0.4756 1.5130 -0.6888
H 1.1520 0.2311 1.9316
H 2.3146 0.8013 0.7414
H 1.8869 -1.0410 0.7842
H 1.7084 -1.3797 -0.9149
H 0.7526 -0.7044 -2.1204
H -0.8486 -1.8213 -0.5673
H -2.5523 -1.5247 -0.1083
H 1.3510 2.0126 -0.6080
H -2.8270 1.0822 0.2825
H -1.5770 1.9048 0.9183

Cartesian forces (eV/Å) of the 3 atoms listed first:
-1.91 1.94 -0.98
-3.02 1.46 -0.09
7.11 2.18 -0.37

Values from the calculation:
2S+1	3
energy above the lowest of the compared OMol25 structures with the same formula, charge and spin	27.6	kcal per mole
HOMO energy (alpha / beta)	-10.206 / -14.550	eV
net charge	+1

These are the Mulliken partial charges, in e, on atoms 1 to 4:
1 C 1.033
2 C -1.098
3 C -0.244
4 N -0.691

***

Record 6
The following is a DFT calculation (ωB97M-V/def2-TZVPD) of 7 unconnected molecules or ions with the total composition C24H50FO20PS2Si.

Positions of all 99 atoms, in Å:
C -1.0387 2.3971 6.8551
C -1.3345 2.4760 5.4994
Si -0.0328 2.9142 4.2835
S 1.8631 3.0852 5.2718
P -0.5521 4.7107 3.1138
C -1.6730 4.3273 1.6969
C -2.2441 5.6381 1.1375
C 0.9541 5.6114 2.5286
C 2.0783 4.7800 1.8768
S 0.1057 1.1815 2.8744
O 1.3251 1.2462 2.1257
O -1.0650 1.1871 2.0534
F 0.1076 -0.1923 3.6893
H -0.8798 1.4354 7.3419
H -0.9265 3.3165 7.4289
H -2.3405 2.2421 5.1400
H 1.6646 4.2596 5.8959
H -1.1917 3.7410 0.9148
H -2.5030 3.7463 2.1000
H -1.4811 6.3759 0.8960
H -3.0074 6.0560 1.7917
H -2.7630 5.3894 0.2080
H 0.5889 6.3104 1.7710
H 1.3199 6.2230 3.3501
H 2.1610 3.7675 2.2647
H 3.0262 5.2748 2.1076
H 2.0092 4.7545 0.7905
C 1.3576 -2.1251 -3.4884
O 1.7931 -2.5505 -2.1967
C 1.1577 -1.9550 -1.1821
O 0.2903 -1.1285 -1.2867
O 1.6531 -2.4386 -0.0467
C 1.0661 -1.8869 1.1389
H 1.9447 -2.6795 -4.2155
H 0.3036 -2.3546 -3.6351
H 1.5319 -1.0593 -3.6256
H 0.0002 -2.1072 1.1783
H 1.2360 -0.8179 1.1893
H 1.5588 -2.3675 1.9801
C 0.1236 3.6987 -3.4152
O 0.7171 4.7934 -2.7087
C 0.7557 5.9327 -3.3965
O 0.3460 6.0997 -4.5150
O 1.3288 6.8617 -2.6276
C 1.4365 8.1460 -3.2461
H 0.1592 2.8459 -2.7431
H -0.9125 3.9192 -3.6644
H 0.6891 3.4724 -4.3169
H 0.4515 8.5385 -3.4916
H 2.0511 8.0906 -4.1425
H 1.9147 8.7968 -2.5198
C -6.4015 3.1526 1.2296
O -6.1254 4.5015 0.8417
C -7.2084 5.2689 0.7187
O -8.3449 4.9213 0.9031
O -6.8119 6.4892 0.3561
C -7.8799 7.4246 0.1856
H -5.4411 2.6485 1.2898
H -6.8872 3.1244 2.2032
H -7.0223 2.6579 0.4854
H -8.4241 7.5608 1.1182
H -8.5583 7.0945 -0.5987
H -7.4203 8.3644 -0.1057
C 5.8471 -0.9118 9.0567
O 4.6442 -0.5169 8.3932
C 4.6345 -0.7759 7.0839
O 5.5252 -1.2922 6.4621
O 3.4689 -0.3638 6.5889
C 3.3180 -0.5798 5.1826
H 5.7217 -0.6464 10.1025
H 5.9985 -1.9862 8.9714
H 6.7042 -0.3799 8.6482
H 3.3704 -1.6413 4.9476
H 4.0759 -0.0333 4.6245
H 2.3366 -0.2038 4.9125
C 1.6402 -5.9847 -4.6957
O 0.4748 -5.4872 -5.3571
C 0.4309 -5.7612 -6.6610
O 1.2631 -6.3651 -7.2863
O -0.6968 -5.2474 -7.1519
C -0.8792 -5.4651 -8.5531
H 1.5680 -5.6969 -3.6505
H 1.6856 -7.0704 -4.7615
H 2.5397 -5.5425 -5.1206
H -0.9258 -6.5298 -8.7739
H -0.0767 -4.9996 -9.1222
H -1.8250 -5.0000 -8.8147
C 0.8118 -10.4440 -5.8204
O 1.5110 -10.8521 -4.6425
C 0.7177 -11.2271 -3.6393
O -0.4850 -11.2445 -3.6582
O 1.4887 -11.5789 -2.6101
C 0.7630 -12.0058 -1.4548
H 1.5583 -10.1635 -6.5577
H 0.2148 -11.2623 -6.2187
H 0.1811 -9.5808 -5.6141
H 0.1621 -12.8845 -1.6813
H 0.1282 -11.2044 -1.0816
H 1.5051 -12.2590 -0.7033

Cartesian forces (eV/Å) of the 3 atoms listed first:
-0.17 -0.15 -0.96
-0.22 0.77 0.40
-0.42 1.81 0.63

Values from the calculation:
HOMO energy	-8.234	eV

These are the Mulliken partial charges, in e, on atoms 1 to 4:
1 C -0.522
2 C -0.309
3 Si 0.236
4 S -0.288